Density functional theory data (ωB97M-V/def2-TZVPD) for 20 unconnected molecules or ions with the total composition CH43NO19 in a non-equilibrium geometry.

The geometry in ORCA input format:
```
! wB97M-V def2-TZVPD RIJCOSX def2/J DEFGRID3
* xyz 0 1
C -0.07 -0.77 0.35
N 0.82 0.34 -0.11
H -0.20 -0.67 1.40
H 0.47 -1.68 0.15
H -1.12 -0.84 -0.04
H 0.76 0.22 -1.11
H 0.50 1.24 0.25
H -4.64 -1.65 -1.80
H -3.56 -1.46 -0.89
O -3.76 -2.00 -1.66
H -0.25 -4.59 -0.43
H -0.10 -3.07 -0.62
O 0.33 -3.85 -0.30
H 0.79 -1.06 3.39
H -0.22 -2.04 4.06
O -0.13 -1.24 3.56
H -3.93 -0.91 1.84
H -2.72 -0.29 1.51
O -3.49 -0.63 0.98
H 2.77 2.58 -0.79
H 2.74 2.44 0.70
O 2.27 3.00 -0.01
H -1.46 -3.96 -2.98
H -2.36 -3.27 -1.77
O -1.56 -3.69 -2.08
H -2.46 0.60 4.45
H -1.63 -0.44 3.67
O -2.55 -0.07 3.72
H -3.24 1.51 0.80
H -2.05 2.09 0.06
O -2.30 1.69 0.89
H -1.45 -1.67 -2.64
H -2.61 -1.81 -3.36
O -1.66 -1.74 -3.58
H 1.34 2.45 2.25
H 1.62 2.65 3.78
O 1.90 2.19 3.00
H 1.06 -3.00 -2.44
H 2.52 -3.00 -2.71
O 1.79 -2.38 -2.59
H 0.58 3.35 -0.48
H -0.39 4.21 -1.10
O -0.34 3.28 -0.80
H 2.98 0.75 -3.94
H 2.15 2.01 -3.88
O 3.02 1.67 -3.69
H -1.39 1.58 3.02
H -1.56 2.97 2.53
O -1.01 2.47 3.15
H 2.66 -1.36 3.06
H 2.00 -2.48 2.41
O 2.22 -2.21 3.32
H 4.51 0.90 1.03
H 4.86 0.76 -0.51
O 4.78 1.37 0.23
H -2.21 3.21 -3.09
H -1.31 2.24 -2.28
O -2.19 2.37 -2.64
H 2.42 0.18 1.22
H 2.75 0.67 2.68
O 3.06 0.06 1.97
H 0.33 -0.49 -3.60
H -0.45 0.79 -3.93
O 0.39 0.48 -3.57
*
```

The highest occupied orbital energy is -0.357 Ha.

Löwdin population analysis, charges in e, atoms 1 to 6:
1. C -0.13
2. N 0.00
3. H 0.04
4. H 0.05
5. H 0.07
6. H 0.04